(1)
Computed, not measured: a 9-piece molecular cluster, C27H78N6O9 overall, with wB97M-V/def2-TZVPD.

Values from the calculation:
- Lowest unoccupied orbital energy: 0.538 eV
- SMILES string: COC[C@H](C)N.COC[C@H](C)N.COC[C@H](C)N.COC[C@H](C)N.COC[C@H](C)N.COC[C@H](C)N.CO.CO.CO
- Energy above the lowest of the compared OMol25 structures with the same formula, charge and spin: 34.37 kcal per mole

```
120
C27H78N6O9 wB97M-V/def2-TZVPD
C -4.2429 -4.0155 -1.3564
O -2.9127 -3.5597 -1.1044
H -4.4349 -4.7681 -0.5819
H -4.9305 -3.1909 -1.2168
H -4.3329 -4.4942 -2.3318
H -2.2640 -4.2526 -1.2586
C -0.9721 -0.2069 -0.4920
O -0.7280 -1.4148 0.1601
H -0.5682 -0.2586 -1.5163
H -2.0185 0.0646 -0.6528
H -0.4889 0.6729 -0.0563
H -1.5102 -1.8132 0.5480
C -2.6182 0.1723 3.4230
O -1.6972 0.8291 2.5666
H -2.9848 0.8433 4.2045
H -3.4182 -0.2320 2.8105
H -2.1262 -0.6470 3.9687
H -1.1487 1.3958 3.1203
C -3.9159 -0.5839 -2.6182
C -4.9873 -0.0532 -1.6731
C -6.3669 -0.4244 -2.1754
O -7.3285 0.1348 -1.3281
C -8.6273 -0.3542 -1.5343
N -4.7503 -0.5015 -0.2813
H -4.3596 -0.8873 -3.5708
H -3.3504 -1.4038 -2.1757
H -3.1782 0.1687 -2.9052
H -4.9388 1.0376 -1.6331
H -6.4880 -1.5210 -2.2481
H -6.4652 -0.0699 -3.2167
H -9.3469 0.4172 -1.2731
H -8.7702 -1.2704 -0.9497
H -8.8215 -0.6055 -2.5858
H -5.6624 -0.5801 0.1655
H -4.3990 -1.4552 -0.2799
C 2.8722 -5.3447 5.4014
C 1.6825 -4.6832 6.0681
C 0.5952 -4.3492 5.0571
O 1.1254 -3.4765 4.0865
C 0.2008 -3.1777 3.0572
N 1.1173 -5.6229 7.0440
H 2.5962 -6.3571 5.1052
H 3.6885 -5.4267 6.1286
H 3.2634 -4.7666 4.5690
H 1.9775 -3.7394 6.5478
H -0.2708 -3.9043 5.5702
H 0.2741 -5.2932 4.5910
H -0.6314 -2.5896 3.4548
H -0.1526 -4.0922 2.5654
H 0.7695 -2.6268 2.3106
H 1.8516 -6.0246 7.6093
H 0.4286 -5.1735 7.6314
C 0.2900 3.8423 1.0913
C 1.5371 4.0021 1.9235
C 1.6989 5.4093 2.3962
O 2.9193 5.6501 3.0753
C 4.0261 5.7939 2.2147
N 1.4597 3.0844 3.0763
H 0.2816 4.5622 0.2664
H -0.5883 4.0867 1.6942
H 0.2011 2.8479 0.6564
H 2.4178 3.7377 1.3157
H 0.9025 5.6471 3.1148
H 1.5089 6.1672 1.6185
H 3.9369 6.6693 1.5596
H 4.1781 4.9049 1.5948
H 4.8965 5.9388 2.8531
H 1.4886 2.1431 2.6666
H 2.3502 3.1391 3.5698
C 1.4828 7.2151 -3.7680
C 1.6539 5.8956 -3.0314
C 0.6616 4.8603 -3.4764
O 0.4451 3.9497 -2.4309
C -0.3800 2.8629 -2.8022
N 3.0253 5.3711 -3.2078
H 2.2173 7.9358 -3.4035
H 0.4665 7.5727 -3.6105
H 1.6801 7.1247 -4.8387
H 1.4741 6.0871 -1.9648
H 0.9525 4.3985 -4.4305
H -0.2895 5.3778 -3.7024
H 0.2129 2.1221 -3.3474
H -1.2272 3.2020 -3.4046
H -0.7385 2.4307 -1.8687
H 3.0662 4.4383 -2.8071
H 3.6776 5.9128 -2.6502
C 1.2359 -2.8693 -2.6215
C 0.0165 -3.3049 -3.4537
C 0.0924 -2.6612 -4.8409
O 1.4109 -2.7786 -5.3477
C 1.5174 -2.7869 -6.7364
N 0.0216 -4.7673 -3.5420
H 1.9003 -3.7122 -2.4427
H 0.9507 -2.5126 -1.6253
H 1.7687 -2.0315 -3.0628
H -0.9078 -2.9549 -2.9886
H -0.1747 -1.5946 -4.7709
H -0.6002 -3.1502 -5.5378
H 2.4015 -3.3525 -7.0411
H 1.6445 -1.7892 -7.1822
H 0.6428 -3.2550 -7.2080
H -0.5981 -5.1110 -4.2638
H 0.9609 -5.0929 -3.7230
C 2.4971 0.4094 0.1410
C 2.5583 -0.1935 1.5232
C 3.8065 0.1320 2.3013
O 4.9156 -0.4318 1.6598
C 6.0456 -0.4910 2.4993
N 1.3464 0.1137 2.3230
H 2.5760 1.5040 0.1283
H 1.6213 0.1679 -0.4594
H 3.3272 0.0167 -0.4540
H 2.5086 -1.2834 1.3587
H 3.6821 -0.2475 3.3254
H 3.9093 1.2289 2.3703
H 5.8483 -1.1138 3.3826
H 6.3474 0.5049 2.8452
H 6.8634 -0.9503 1.9491
H 0.5138 0.0281 1.7486
H 1.2295 -0.5768 3.0552
```


(2)
Computed, not measured: a 11-piece molecular cluster, C27H79N17O14 overall, with wB97M-V/def2-TZVPD.

Values from the calculation:
- Lowest unoccupied orbital energy (spin up / spin down): 1.841 / 1.788 eV
- 2S+1: 2
- Total charge: -1

```
137
C27H79N17O14 wB97M-V/def2-TZVPD
C -3.4328 -3.0076 -1.7575
O -2.9192 -2.4502 -0.8289
N -4.4713 -3.7926 -1.6973
N -2.9697 -2.8523 -2.9351
H -4.7158 -4.0075 -0.7411
H -4.8417 -4.2968 -2.4902
H -3.3005 -3.2890 -3.7836
H -2.1473 -2.2701 -3.0028
C 3.1949 -2.4300 -5.2022
O 2.2170 -2.1759 -4.5208
N 3.8930 -3.5447 -5.1501
N 3.7430 -1.5516 -5.9764
H 4.8398 -3.6061 -5.4966
H 3.6590 -4.1794 -4.4002
H 3.2409 -0.6767 -6.0264
H 4.5968 -1.7758 -6.4673
C -1.0668 0.3640 -6.0961
O -2.2459 0.5950 -5.8307
N -0.1861 -0.1721 -5.2629
N -0.6250 0.5571 -7.2955
H -0.5375 -0.4070 -4.3456
H 0.7516 -0.4336 -5.5320
H 0.3814 0.6396 -7.3176
H -1.1826 0.8037 -8.1007
C 3.0024 -2.6641 1.3828
O 1.9974 -2.1640 0.9282
N 3.7890 -3.4793 0.7283
N 3.4824 -2.3894 2.5095
H 3.5753 -3.7568 -0.2190
H 4.6563 -3.7240 1.1844
H 4.2854 -2.8334 2.9317
H 3.0557 -1.6289 3.0191
C 2.2606 0.8350 3.2264
O 2.7276 -0.1483 3.8138
N 2.3656 2.0768 3.4893
N 1.3641 0.7232 2.3519
H 2.9946 2.3996 4.2106
H 1.9114 2.7042 2.8412
H 1.2682 -0.2033 1.9614
H 1.0364 1.5131 1.8145
C -4.4873 -3.6633 1.8712
O -4.9330 -4.3654 0.9334
N -3.5006 -2.9418 1.7768
N -4.9848 -3.6341 3.0549
H -3.2039 -2.9292 0.8115
H -2.9830 -2.5063 2.5269
H -4.6557 -2.8603 3.6144
H -5.8080 -4.1907 3.2356
C 0.0044 -1.3162 -1.6065
O -0.7280 -1.1570 -2.6235
N 1.2674 -1.4730 -1.6914
N -0.3488 -1.5001 -0.3777
H 1.8301 -1.7587 -0.9028
H 1.6133 -1.4094 -2.6382
H -1.3347 -1.6297 -0.2010
H 0.3150 -1.8828 0.2803
C 2.2625 -6.8638 -1.6562
C 1.5776 -5.5138 -1.5445
O 2.3871 -4.4482 -1.9691
H 1.6287 -7.6926 -1.3409
H 3.1665 -6.8353 -1.0478
H 2.5829 -6.9689 -2.6927
H 1.2962 -5.4253 -0.4952
H 0.6763 -5.4080 -2.1483
H 1.8090 -3.7288 -2.2332
C 4.7297 -1.5814 -1.7666
O 5.1265 -0.4852 -1.0131
C 3.9979 0.3029 -0.5832
C 4.4619 1.3186 0.4373
N 5.3585 2.1902 -0.2477
C 5.7367 3.1669 0.7681
C 6.7640 4.1645 0.2123
O 7.8948 3.6378 -0.5068
C 7.7855 3.7752 -1.9250
H 4.4742 -1.2340 -2.7677
H 3.8870 -2.1444 -1.3655
H 5.5867 -2.2547 -1.7516
H 3.2985 -0.4134 -0.1519
H 3.4952 0.7614 -1.4347
H 4.9715 0.6599 1.1404
H 3.6191 1.8059 0.9276
H 6.1010 1.5183 -0.3790
H 6.1305 2.7295 1.6855
H 4.8650 3.7739 1.0126
H 7.1480 4.7938 1.0152
H 6.2572 4.8749 -0.4407
H 8.6253 3.3987 -2.5090
H 7.7433 4.8430 -2.1397
H 6.9351 3.2037 -2.2968
C -4.3136 2.0371 3.2988
O -3.2657 1.0950 3.6317
C -2.4785 0.5548 2.5044
C -1.5350 -0.4668 3.1998
N -2.3207 -1.4293 3.9822
C -1.5904 -2.0463 5.1041
C -1.3950 -1.1221 6.3125
O -2.6065 -0.7011 6.8137
C -2.5178 -0.0179 8.0176
H -3.7390 2.8901 2.9378
H -4.9943 2.2903 4.1116
H -4.9153 1.6855 2.4607
H -1.8609 1.3228 2.0388
H -2.9813 0.0671 1.6692
H -0.9795 0.1671 3.8909
H -0.8625 -0.9961 2.5249
H -3.0424 -0.8274 4.3524
H -0.7388 -2.6069 4.7185
H -2.2268 -2.8469 5.4812
H -0.6108 -0.3940 6.1052
H -1.0354 -1.8013 7.0855
H -3.3904 -0.0704 8.6687
H -2.3847 1.0463 7.8231
H -1.5699 -0.1723 8.5331
C -7.2620 6.5083 0.4462
O -6.0543 6.1063 -0.1252
C -6.0491 5.6722 -1.4928
C -4.5838 5.8072 -2.0579
N -3.5947 5.1209 -1.2860
C -3.7953 3.6971 -0.9698
C -2.7320 3.1987 0.0623
O -1.4057 3.1344 -0.4086
C -1.1718 2.0987 -1.3269
H -7.0520 6.7363 1.4912
H -8.0498 5.7607 0.3541
H -7.6020 7.4145 -0.0552
H -6.7209 6.2292 -2.1459
H -6.4070 4.6441 -1.5474
H -4.3553 6.8544 -1.8599
H -4.6409 5.5730 -3.1210
H -3.5790 5.5171 -0.3571
H -3.8284 3.0003 -1.8074
H -4.7405 3.5608 -0.4442
H -3.0797 2.2724 0.5195
H -2.8088 3.9497 0.8486
H -0.1350 2.2093 -1.6448
H -1.7445 2.1425 -2.2533
H -1.3429 1.1298 -0.8579
```


(3)
Computed, not measured: C27H79N27O17S3 as an isolated structure, with wB97M-V/def2-TZVPD.

Values from the calculation:
- Lowest unoccupied orbital energy: 0.149 eV
- Energy above the lowest of the compared OMol25 structures with the same formula, charge and spin: 9.31 kcal per mole

```
153
C27H79N27O17S3 wB97M-V/def2-TZVPD
C -1.4871 -1.5441 5.3546
C -0.7462 -0.5696 6.2568
C 0.3215 0.2634 5.5508
C 1.1361 -0.5229 4.4938
N 2.4660 0.0873 4.3920
C 2.5104 1.2900 3.5210
C 3.1746 1.1798 2.1680
C 2.4744 0.2788 1.1194
C 1.8332 1.0534 -0.0586
C 0.3551 0.7671 -0.1656
C -0.5019 1.4753 0.8687
O -1.3276 0.4333 1.4589
S -1.4539 -0.7425 0.4148
O -2.3054 -0.4207 -0.6573
O -1.6766 -1.9064 1.1488
O 0.0306 -0.6408 -0.1879
C 3.5691 -0.7291 4.3094
S 5.0490 -0.0923 4.6247
S 3.5744 -2.4606 3.9549
C 2.3618 -2.9463 2.7072
C 2.0725 -4.4454 2.9746
C 0.6177 -4.7279 3.2879
H -1.7629 -1.0851 4.4124
H -2.4112 -1.8131 5.8485
H -0.9273 -2.4521 5.2061
H -0.3099 -1.0784 7.1060
H -1.4881 0.1216 6.6406
H -0.1118 1.1328 5.0606
H 1.0334 0.6156 6.2878
H 1.1662 -1.5510 4.8155
H 0.5595 -0.4732 3.5734
H 1.4903 1.6362 3.4181
H 3.0248 2.0647 4.0755
H 4.2120 0.8876 2.2381
H 3.1813 2.1872 1.7650
H 1.6705 -0.2432 1.6181
H 3.2032 -0.4311 0.7578
H 1.9681 2.1203 0.0450
H 2.2584 0.6916 -0.9848
H 0.0864 1.1224 -1.1531
H 0.0488 2.0013 1.6245
H -1.1831 2.1081 0.3204
H 2.7871 -2.8937 1.7174
H 1.4318 -2.4070 2.7450
H 2.6245 -4.7366 3.8616
H 2.4422 -5.0484 2.1627
H 0.3749 -4.4975 4.3122
H -0.0596 -4.2468 2.5937
H 0.4628 -5.7958 3.1723
C -3.2429 -1.1785 9.3949
O -2.6435 -1.7227 8.4781
N -3.0601 0.1305 9.7152
N -4.1491 -1.8513 10.1740
H -3.5363 0.6068 10.4587
H -2.3997 0.6494 9.1668
H -4.3020 -2.8218 9.9720
H -4.6465 -1.4289 10.9346
C -3.0178 -5.7316 6.8648
O -2.1286 -6.5611 6.9153
N -4.1350 -5.9074 6.0868
N -2.9794 -4.5630 7.5697
H -4.8783 -5.2390 6.0239
H -4.1924 -6.7546 5.5543
H -2.1728 -4.3894 8.1401
H -3.6967 -3.8644 7.5365
C -0.7326 3.1357 -3.6395
O 0.1397 3.0019 -2.7882
N -0.7794 4.2058 -4.4808
N -1.7261 2.2193 -3.8200
H -1.4887 4.3446 -5.1841
H -0.0638 4.9008 -4.3745
H -1.7287 1.4124 -3.2223
H -2.4433 2.3132 -4.5165
C -0.2029 1.1593 -7.2805
O -1.3309 1.5412 -7.5362
N 0.4112 0.1670 -8.0056
N 0.5326 1.6855 -6.2621
H 1.3367 -0.1698 -7.8184
H -0.1125 -0.2372 -8.7592
H 0.0996 2.4150 -5.7242
H 1.4597 1.3872 -6.0260
C -4.4068 3.3733 9.7813
O -3.5677 2.7688 10.4558
N -4.3375 4.7100 9.5615
N -5.4625 2.7336 9.2098
H -5.0169 5.2154 9.0257
H -3.5756 5.2171 9.9760
H -5.5344 1.7424 9.3475
H -6.1580 3.1994 8.6588
C 7.8557 -5.1537 3.6005
O 8.8224 -5.8952 3.6486
N 6.7002 -5.4844 2.9526
N 7.8507 -3.9186 4.1974
H 5.9038 -4.8783 2.9116
H 6.6520 -6.3836 2.5003
H 8.6816 -3.6407 4.6836
H 7.0673 -3.2913 4.1708
C 1.5904 2.9162 -11.8488
O 2.0614 3.8013 -12.5426
N 1.9545 2.7511 -10.5356
N 0.6700 2.0285 -12.3187
H 1.5803 2.0354 -9.9406
H 2.6248 3.3966 -10.1637
H 0.3770 2.1230 -13.2773
H 0.2699 1.2983 -11.7624
C -2.3636 1.7560 -14.7708
O -1.1605 1.7351 -14.5544
N -3.1646 0.6794 -14.5165
N -2.9920 2.8513 -15.2815
H -4.1523 0.6717 -14.6845
H -2.7270 -0.1408 -14.1416
H -2.4297 3.6598 -15.4821
H -3.9762 2.8889 -15.4655
C 0.9719 -5.7187 -0.3512
O 1.9535 -6.1483 0.2332
N 0.7826 -4.3846 -0.5819
N -0.0181 -6.5396 -0.8118
H -0.0202 -4.0085 -1.0501
H 1.4883 -3.7552 -0.2471
H 0.0900 -7.5231 -0.6484
H -0.8366 -6.2100 -1.2867
C -2.5153 7.1551 -5.1186
O -2.6639 6.0908 -5.6961
N -3.4591 7.6643 -4.2746
N -1.3924 7.9185 -5.2755
H -3.3598 8.5364 -3.7914
H -4.2942 7.1250 -4.1424
H -0.6866 7.5747 -5.8998
H -1.2483 8.7963 -4.8141
C -0.1441 5.2839 -17.3677
O -0.8181 6.1523 -16.8411
N 0.2199 5.3421 -18.6876
N 0.2929 4.1847 -16.6884
H 0.7725 4.6412 -19.1424
H -0.0881 6.1386 -19.2125
H 0.0442 4.1161 -15.7175
H 0.8373 3.4517 -17.1007
C -3.2819 5.6047 13.1702
O -4.3722 6.0709 12.8783
N -2.7470 4.5381 12.5106
N -2.5156 6.1265 14.1797
H -1.8510 4.1447 12.7283
H -3.2904 4.1237 11.7610
H -2.8874 6.9123 14.6790
H -1.6183 5.7639 14.4384
C 5.2899 -8.4492 0.4598
O 5.6789 -7.8004 1.4163
N 5.6614 -9.7536 0.2658
N 4.4607 -7.9248 -0.4886
H 5.3571 -10.3078 -0.5109
H 6.2718 -10.1615 0.9487
H 4.1599 -6.9749 -0.3574
H 4.1296 -8.4331 -1.2852
```


(4)
Computed, not measured: C28H14F9N2O7PSn as an isolated structure, with wB97M-V/def2-TZVPD.

Values from the calculation:
- Lowest unoccupied orbital energy: -1.369 eV

```
62
C28H14F9N2O7PSn wB97M-V/def2-TZVPD
Sn 0.3097 0.4145 -3.1366
O 2.6172 -2.6915 -1.9105
C 1.6311 -2.1938 -2.4008
O 1.6790 -1.0442 -3.0623
C 0.2909 -2.8703 -2.2806
C 0.3099 -4.2165 -1.9259
C -0.8598 -4.9196 -1.7760
C -2.0972 -4.3175 -1.9394
C -2.1064 -2.9974 -2.2699
C -0.9472 -2.2292 -2.4794
O -1.1237 -0.9658 -2.7910
N -3.3994 -2.2879 -2.4004
O -3.9280 -2.2818 -3.4935
O -3.7818 -1.6617 -1.4279
N -0.8148 -6.3544 -1.4279
O -1.8791 -6.9421 -1.3398
O 0.2758 -6.8773 -1.2989
H 1.2608 -4.7002 -1.7629
H -3.0086 -4.8835 -1.7960
F -0.4172 -1.7900 6.0065
C 0.6811 -2.0457 5.2737
F 0.8327 -3.3753 5.2089
F 1.7319 -1.5449 5.9480
C 0.5758 -1.4253 3.9086
C 0.8170 -2.1720 2.7729
C 0.7228 -1.5640 1.5250
C 0.3950 -0.2181 1.4268
C 0.1520 0.5270 2.5806
C 0.2434 -0.0760 3.8196
P 0.3489 0.5496 -0.2260
C 1.7775 1.6937 -0.1793
C 1.7784 2.9595 0.4083
C 2.9324 3.7221 0.4144
C 4.0940 3.2238 -0.1644
C 4.1129 1.9707 -0.7471
C 2.9499 1.2069 -0.7595
C 5.3220 4.0913 -0.1742
F 6.4151 3.4071 -0.5381
F 5.5527 4.6236 1.0388
F 5.1776 5.1154 -1.0355
C -1.1458 1.6054 -0.1919
C -1.2054 2.8085 -0.8993
C -2.4032 3.5036 -1.0170
C -3.5511 2.9891 -0.4417
C -3.5131 1.7848 0.2470
C -2.3184 1.0958 0.3687
C -4.8614 3.7184 -0.5660
F -4.6885 4.9958 -0.9430
F -5.6575 3.1327 -1.4760
F -5.5285 3.7232 0.6017
H 1.0713 -3.2205 2.8546
H 0.9096 -2.1441 0.6272
H -0.1142 1.5761 2.5131
H 0.0550 0.4947 4.7217
H 0.8773 3.3545 0.8639
H 2.9368 4.7051 0.8716
H 5.0223 1.5893 -1.1933
H 2.9633 0.2234 -1.2226
H -0.3111 3.2305 -1.3349
H -2.4402 4.4430 -1.5545
H -4.4196 1.3820 0.6831
H -2.3020 0.1496 0.8987
```


Here are the calculated max |F| numbers, same order: 0.0425 0.1584 0.0483 0.0173 (hartree/bohr).
Here are the calculated DFT total energy numbers, same order: -56627.5700 -83275.6637 -136839.2144 -86151.5332 (eV).